DFT (the ωB97M-V functional and the def2-TZVPD basis) results for a structure of composition C11H17N3OReS4 in a non-equilibrium geometry.

Last column: Löwdin charge in e.
Cartesian coordinates (Å):
Re  0.48819  1.94539  -1.59624  0.888
S  -0.36052  4.12130  -1.68774  0.193
S  0.50668  5.27110  -3.04690  0.169
S  2.06135  4.20156  -3.94658  0.163
S  2.12783  2.36621  -3.15604  0.167
N  1.58123  -4.13961  -1.78312  0.205
C  1.40445  -2.82677  -1.72996  -0.271
C  0.12455  -2.24835  -1.91048  0.029
C  -0.02862  -0.89441  -1.85461  -0.139
N  0.99018  -0.03788  -1.60738  -0.226
C  2.22216  -0.57567  -1.45430  -0.126
C  2.46946  -1.92031  -1.50866  0.035
H  0.80711  -4.75746  -1.96939  0.138
H  2.49382  -4.55207  -1.67532  0.139
H  -0.72723  -2.87647  -2.11114  0.130
H  -1.00291  -0.44564  -2.02484  0.117
H  3.03140  0.12675  -1.29423  0.114
H  3.47834  -2.28380  -1.39771  0.131
O  -1.07109  1.53997  -0.28853  -0.198
C  -1.19891  1.72360  0.94385  -0.449
C  -0.01496  2.00706  1.81247  -0.085
C  0.11312  0.72059  2.67346  -0.145
C  -0.42133  -0.57234  2.01741  -0.175
C  -1.92519  -0.84539  2.20752  -0.150
C  -2.85781  0.08045  1.40381  -0.129
N  -2.33982  1.42741  1.57468  0.111
H  -0.11984  2.88390  2.44841  0.140
H  0.87195  2.13606  1.17108  0.093
H  -0.40170  0.85591  3.62606  0.123
H  1.17193  0.58645  2.88949  0.123
H  0.09836  -1.40734  2.48804  0.123
H  -0.15756  -0.60159  0.95584  0.091
H  -2.15797  -0.75895  3.27038  0.124
H  -2.13470  -1.87247  1.91047  0.120
H  -3.88050  0.03445  1.77465  0.135
H  -2.84432  -0.16156  0.34114  0.123
H  -2.39714  1.74991  2.53439  0.168

Calculated values
<S²> ... 0.78
Spin multiplicity ... 2
Frontier orbital gap (spin up / spin down) ... 6.391 / 5.596 eV
HOMO (spin up / spin down) ... -15.01 / -14.91 eV
E_LUMO (spin up / spin down) ... -8.62 / -9.32 eV
E ... -2339.3228 Eh
Charge ... +2